No. 1
# C9H33O10P

A cluster of 7 separate species, C9H33O10P in total (ωB97M-V/def2-TZVPD, the Open Molecules 2025 dataset).

Results
LUMO (alpha / beta)   -2.8 / -9.8 eV
E_HOMO (alpha / beta)   -12.81 / -12.64 eV
Net charge   +1
Max |F|   2.82 eV/A
Multiplicity   2
⟨S²⟩   0.7546
Gap between HOMO and LUMO (alpha / beta)   10.0 / 2.8 eV
E_tot   -1456.02868 hartree

The geometry in XYZ format:
```
53
Properties=species:S:1:pos:R:3:forces:R:3
C -4.425577 1.125604 3.542917 -0.7 1.8 0.0
O -5.519537 0.254374 3.749017 0.7 -1.0 0.3
H -4.891877 2.042204 3.181677 0.6 0.3 -0.5
H -3.904537 1.482634 4.431257 -0.3 -0.6 0.7
H -3.611287 0.820064 2.885897 -0.5 -0.7 -0.4
H -6.341707 0.662154 3.467317 0.2 0.1 0.0
C -1.465017 -1.782706 0.191297 0.9 -1.6 -1.9
O -1.167757 -0.730986 1.011617 1.0 0.7 1.4
H -0.593917 -2.437866 0.185007 -0.1 -0.6 0.4
H -2.359467 -2.349736 0.449277 0.0 0.1 0.0
H -1.455507 -1.446646 -0.845563 -0.8 0.0 -0.3
H -1.889717 -0.115126 0.866387 -0.6 0.8 0.2
C 1.413643 -2.115206 -3.172003 0.5 0.3 -1.4
O 1.481883 -3.154426 -4.150953 -0.5 -0.1 1.0
H 1.446123 -1.239116 -3.819703 -0.1 0.5 0.6
H 0.515873 -2.085906 -2.554543 -0.2 -0.2 -0.1
H 2.306693 -2.116346 -2.547063 0.1 0.0 0.2
H 1.123603 -3.943206 -3.737353 0.1 -0.3 -0.2
C -2.679737 2.130264 0.575217 -1.7 0.6 -0.6
O -3.266397 0.841154 0.319407 1.1 -0.4 0.4
H -3.413717 2.643374 1.196577 0.4 0.5 0.1
H -1.716627 2.139514 1.085557 -0.1 -0.6 -0.1
H -2.634617 2.619384 -0.397833 0.4 0.4 0.2
H -4.145037 0.998974 -0.033703 0.0 -0.2 0.0
C -2.645467 -2.607266 3.893267 -0.5 -0.4 0.6
O -1.953517 -3.762526 4.345277 0.2 0.0 -0.4
H -2.826537 -2.683036 2.821087 0.4 0.0 0.0
H -3.631727 -2.585486 4.356867 -0.1 0.3 0.0
H -2.105157 -1.705986 4.182857 0.0 0.2 -0.3
H -2.005027 -3.780526 5.303727 0.0 -0.1 0.1
C 2.369573 -1.238186 0.578667 1.0 0.6 2.5
O 1.503173 -0.966006 1.715787 1.9 0.0 -1.6
H 2.203773 -2.282986 0.315957 -0.2 -0.3 -0.3
H 2.237363 -0.581376 -0.281113 -0.7 0.2 -0.3
H 3.355663 -1.042386 0.999837 0.1 -0.4 -0.4
H 0.610653 -1.050076 1.372367 -2.5 0.2 -0.1
C 0.460913 1.302814 -1.312133 -0.5 0.2 1.0
O 0.940743 1.883414 -2.477133 2.4 0.5 -0.9
P 2.547083 2.118914 -2.705933 -0.3 1.8 -1.1
O 2.803363 2.632294 -4.088473 -0.1 -1.3 2.5
O 3.244073 0.700764 -2.287113 -1.1 1.1 0.8
C 4.268903 0.173974 -3.083003 1.3 -0.7 -1.8
O 2.959973 3.155444 -1.501223 -1.5 -1.9 -0.8
C 4.318913 3.551434 -1.280183 0.0 0.1 -0.7
H -0.537767 1.697994 -1.126203 0.0 -0.1 -0.1
H 1.070883 1.624044 -0.467833 0.1 -0.3 0.3
H 0.393693 0.217934 -1.393423 0.1 -0.2 0.0
H 5.268653 0.142794 -2.649833 -0.2 0.6 0.7
H 4.335923 0.737724 -4.013483 0.0 0.0 0.0
H 4.098373 -0.867696 -3.354933 -0.6 0.0 0.1
H 4.943683 3.060204 -2.026143 0.3 0.2 0.1
H 4.655073 3.281504 -0.279063 -0.2 0.0 0.0
H 4.308963 4.629874 -1.438193 0.4 -0.1 0.2
```
Positions in Å, forces in eV/Å.

---

No. 2
# C9H3Cl3N2O4Pt

A structure of composition C9H3Cl3N2O4Pt (ωB97M-V/def2-TZVPD, the Open Molecules 2025 dataset).

Results
LUMO (alpha / beta)   -0.6 / -2.5 eV
E_HOMO (alpha / beta)   -9.17 / -9.64 eV
Net charge   0
Max |F|   2.74 eV/A
Multiplicity   3
⟨S²⟩   2.0045
Gap between HOMO and LUMO (alpha / beta)   8.6 / 7.2 eV
E_tot   -2255.03298 hartree

The geometry in XYZ format:
```
22
Properties=species:S:1:pos:R:3:forces:R:3
Pt -0.001182 -1.350359 -2.146077 0.0 0.5 2.7
O -3.471582 -1.109859 0.123123 -0.3 -0.1 0.0
C -2.366182 -1.301759 -0.324177 0.6 0.2 1.5
O -2.045382 -1.497359 -1.542477 0.0 -0.1 -1.8
C -1.164082 -1.296259 0.674523 -0.8 0.1 -0.3
C -1.207882 -1.189359 2.058923 0.1 -0.1 -0.2
C 0.000718 -1.151459 2.747123 0.0 0.0 -0.2
C 1.208618 -1.189359 2.058023 -0.1 -0.1 -0.2
C 1.163818 -1.296459 0.673923 0.8 0.1 -0.3
N -0.000382 -1.351259 0.065323 0.0 0.0 -0.7
C 2.364018 -1.302659 -0.324577 -0.6 0.2 1.5
O 3.470818 -1.111059 0.119523 0.3 -0.1 0.0
O 2.041618 -1.499959 -1.542377 0.0 -0.1 -1.8
H -2.154182 -1.140759 2.572323 -0.1 0.0 -0.1
H -0.000082 -1.082159 3.825823 0.0 0.0 0.0
H 2.154118 -1.140259 2.572823 0.1 0.0 -0.1
Cl 0.900818 4.339541 -3.316477 -0.2 -0.1 0.3
C -0.001382 3.719741 -1.904477 0.0 1.4 0.0
Cl -1.693382 4.286941 -1.944477 0.4 -0.2 0.0
Cl 0.790918 4.230541 -0.390477 -0.2 -0.2 -0.4
C 0.004318 2.286441 -1.984077 0.0 -1.1 0.0
N 0.005918 1.147141 -2.071777 0.0 -0.6 -0.1
```
Positions in Å, forces in eV/Å.

---

No. 3
# C9H40N19O9

A cluster of 10 separate species, C9H40N19O9 in total (ωB97M-V/def2-TZVPD, the Open Molecules 2025 dataset).

Results
LUMO   -2.1 eV
E_HOMO   -10.69 eV
Net charge   +1
Max |F|   10.36 eV/A
Gap between HOMO and LUMO   8.6 eV
E_tot   -2084.48413 hartree

The geometry in XYZ format:
```
77
Properties=species:S:1:pos:R:3:forces:R:3
N -0.392550 0.386147 -0.400059 -1.0 -0.2 0.0
H -0.633140 -0.319525 0.281296 0.2 -0.7 0.5
H 0.592629 0.486671 -0.598584 0.5 0.1 -0.1
H -0.844838 1.210413 -0.031098 0.1 0.9 0.1
H -0.934416 0.151041 -1.219327 0.1 -0.2 -0.8
C 1.036554 -3.161573 0.861470 -0.7 4.0 -4.1
O 0.180476 -3.133022 0.001621 -0.7 1.1 -2.7
N 2.061605 -2.376872 1.108362 2.8 3.0 -0.6
N 1.015052 -4.035325 1.719592 -0.6 -7.8 6.8
H 2.330273 -1.533402 0.622093 -0.2 -0.1 -0.2
H 2.689129 -2.687846 1.836098 0.2 0.5 -0.5
H 0.674961 -4.936936 1.417029 -0.2 0.0 0.7
H 1.634455 -3.920676 2.509083 -0.4 -1.0 0.0
C 2.232933 4.101275 -1.780617 -0.8 1.0 -1.6
O 2.678947 4.727456 -2.700023 0.4 1.9 -1.9
N 2.941300 3.236439 -1.131616 2.8 -3.2 2.5
N 0.988919 4.049293 -1.338385 -2.5 1.2 -0.6
H 2.346144 2.477773 -0.831105 1.1 -0.5 0.6
H 3.892168 3.090890 -1.439449 -0.2 0.3 0.5
H 0.304278 4.548170 -1.888370 0.0 -0.1 0.5
H 0.805118 3.582923 -0.461559 -0.6 0.2 0.0
C -2.341689 -1.763291 2.118765 0.2 1.6 -1.2
O -1.672276 -0.886502 1.558562 0.7 -0.3 1.1
N -3.243132 -2.423445 1.441800 -1.8 -1.1 -2.7
N -2.388386 -2.056097 3.390661 0.9 -0.4 3.5
H -3.866976 -3.140404 1.783688 0.3 0.3 -0.1
H -3.307839 -2.067516 0.498812 -0.4 -0.4 -0.2
H -3.125610 -2.664098 3.717668 0.5 0.2 0.2
H -1.667303 -1.754266 4.030220 -0.4 0.0 -0.1
C 3.088703 -0.059565 -1.508546 -1.1 1.3 0.4
O 2.270223 0.393038 -0.730482 -1.0 0.1 1.4
N 3.729524 0.675579 -2.377436 1.2 2.0 -1.3
N 3.424263 -1.307491 -1.606063 1.2 -3.9 -0.5
H 3.615510 1.669278 -2.237273 0.3 -0.1 -0.7
H 4.438826 0.241257 -2.950470 0.0 0.9 0.0
H 4.072844 -1.383535 -2.376563 -0.1 -1.4 0.4
H 2.784597 -2.066615 -1.419888 0.1 0.2 0.0
C -2.755147 -2.487328 -2.070438 1.1 -0.9 1.7
O -2.577032 -1.427437 -1.507632 -0.2 1.7 0.4
N -2.392911 -3.650782 -1.564001 1.2 -1.3 2.5
N -3.292117 -2.733762 -3.212821 -2.4 1.8 -4.0
H -2.301233 -4.402244 -2.232582 0.6 -0.1 0.8
H -1.782712 -3.475702 -0.778451 0.5 -1.2 0.2
H -3.692487 -1.870488 -3.551281 -0.6 -0.6 -1.0
H -3.728755 -3.642077 -3.279285 -0.4 0.6 -0.7
C -3.473677 2.105136 0.018439 0.2 0.8 1.1
O -2.288710 2.307864 -0.065742 2.3 0.3 -0.3
N -4.234433 2.884731 0.840284 -0.8 -0.7 -0.5
N -4.105070 1.117055 -0.592143 -1.8 -0.7 -0.5
H -3.767766 3.533663 1.457685 -0.5 0.0 -0.4
H -5.199032 2.899922 0.541237 0.0 0.8 1.0
H -5.102835 1.105186 -0.435886 0.2 -0.6 -0.3
H -3.696226 0.510307 -1.288426 0.2 0.1 0.2
C -0.065421 3.497207 1.851237 -2.2 2.7 3.5
O 0.507794 2.849241 1.072340 2.4 -3.4 -3.7
N -0.995174 4.396427 1.631042 -1.3 2.0 -2.3
N 0.070625 3.360381 3.154500 2.2 -2.7 3.8
H -1.416548 4.788370 2.461049 -0.6 0.0 -0.9
H -1.417206 4.153520 0.746175 -1.0 1.0 0.0
H 0.342692 2.402998 3.326283 0.6 0.3 0.7
H -0.244051 3.897846 3.949616 -0.2 0.0 -0.7
C 2.781814 0.039294 3.480791 -2.0 -0.4 2.4
O 3.783514 0.210221 2.961856 7.5 0.8 -4.2
N 2.700886 -0.034159 4.806017 -1.7 -0.4 2.9
N 1.653963 -0.052849 2.820506 -4.6 -0.3 -1.1
H 1.781648 -0.319629 5.111964 0.5 -0.1 0.8
H 3.503031 -0.292947 5.362525 -0.2 0.3 -0.3
H 0.823599 -0.226309 3.368700 -0.1 -0.1 -0.3
H 1.616737 -0.529488 1.930839 0.2 0.7 0.3
C 0.506746 -0.734127 -3.602692 -0.6 2.1 0.6
O -0.279895 0.143807 -3.281126 -0.7 -0.4 0.4
N 0.595798 -1.984270 -3.214235 -0.1 -2.5 1.2
N 1.462063 -0.493373 -4.492901 1.8 1.8 -3.2
H 1.279555 -2.458857 -3.786371 -0.4 -0.8 0.7
H 0.257836 -2.317811 -2.322816 0.0 -0.2 -0.1
H 1.293586 0.340258 -5.037672 0.3 0.1 0.2
H 2.435276 -0.759439 -4.446491 -0.5 -0.3 0.2
```
Positions in Å, forces in eV/Å.